Model a:
7
Properties=species:S:1:pos:R:3 method="wB97M-V/def2-TZVPD" smiles="O=[N+]([O-])S(=O)(=O)[S-]" lumo_ha=0.1351 orbital_gap_ev=8.4 homo_energy_ev=-4.725 total_charge=-1
O 1.075 -1.025 1.056
N 0.691 -0.446 0.067
O 1.147 -0.475 -1.059
S -0.865 0.414 -0.009
O -0.924 1.300 1.159
O -0.927 1.052 -1.304
S -1.927 -1.171 0.049

=====

Model b:
7
Properties=species:S:1:pos:R:3 method="wB97M-V/def2-TZVPD" smiles="O=[N+]([O-])S(=O)(=O)[S-]" lumo_ha=0.1256 orbital_gap_ev=8.4 homo_energy_ev=-4.960 total_charge=-1
O -1.144 1.577 0.361
N -0.926 0.459 -0.040
O -1.644 -0.230 -0.714
S 1.063 -0.370 0.086
O 1.134 -0.738 1.486
O 1.064 -1.418 -0.953
S 2.293 1.052 -0.363

=====

Verdict on stability: model b comes out on top.

=====

Model a:
9
Properties=species:S:1:pos:R:3 method="wB97M-V/def2-TZVPD" lumo_ha="-0.0039 / -0.1601" spin_multiplicity=3 orbital_gap_ev="4.9 / 7.5" homo_energy_ev="-5.035 / -11.859" s_squared=2.00
F 1.716 -1.330 -1.239
F 1.110 -1.357 1.274
F 2.406 0.422 0.327
Si -0.708 0.647 -0.575
Si 1.161 -0.483 -0.019
S -2.426 0.030 0.599
H -0.389 1.928 -0.279
H -1.232 0.452 -1.852
H -1.640 -0.309 1.763

=====

Model b:
9
Properties=species:S:1:pos:R:3 method="wB97M-V/def2-TZVPD" lumo_ha="0.0009 / -0.1626" spin_multiplicity=3 orbital_gap_ev="5.1 / 6.9" homo_energy_ev="-5.063 / -11.356" s_squared=2.01
F -0.975 -0.938 -1.964
F -0.343 -2.533 -0.147
F 1.428 -1.232 -1.105
Si -0.488 0.770 0.817
Si -0.043 -1.054 -0.677
S 1.515 1.389 1.360
H -1.081 1.733 -0.153
H -1.683 0.795 1.766
H 1.670 1.070 0.104

=====

Verdict on stability: model a comes out on top.